1.
Molecular formula: C2H3N3OS
Method: DFT, wB97M-V/def2-TZVPD

Output
2S+1: 1
energy relative to the best compared isomer or geometry (same formula, charge and spin): 4.626 eV
HOMO (alpha / beta): -8.250 / -8.122 eV

```
10
Properties=species:S:1:pos:R:3:forces:R:3
C -0.595 -1.600 0.832 0.02 -3.01 0.28
C 0.676 -0.152 -0.565 -1.44 -0.32 1.53
N 0.373 -1.247 -0.143 1.14 0.10 -1.24
N -1.193 -0.617 1.294 -1.43 1.52 1.42
N -0.861 0.610 1.189 -0.55 1.07 -0.78
O 1.546 1.818 -2.014 -1.37 1.45 0.11
S 0.442 1.496 -0.771 0.40 -0.47 -0.39
H -0.847 -2.669 1.191 0.85 2.02 -1.17
H -1.713 1.227 1.081 0.99 -0.99 0.28
H 2.172 1.134 -2.092 1.39 -1.37 -0.05
```
Positions in Å, forces in eV/Å.

---

2.
Molecular formula: C19H31ClN2OOs
Method: DFT, wB97M-V/def2-TZVPD

Output
net charge: +2
2S+1: 5
energy relative to the best compared isomer or geometry (same formula, charge and spin): 0.000 eV
HOMO (alpha / beta): -10.407 / -15.116 eV

```
55
Properties=species:S:1:pos:R:3:forces:R:3
C 0.196 0.677 -6.135 0.07 0.23 -1.37
C 1.591 1.236 -6.380 0.08 -0.11 1.04
C -0.013 -0.658 -6.840 -0.10 -0.32 0.97
C -0.891 1.685 -6.482 -0.18 -0.07 1.02
Cl 0.023 0.287 -3.991 0.12 0.34 -1.87
H 0.047 -0.518 -7.932 0.02 0.20 0.42
H -0.995 -1.080 -6.600 0.17 0.11 -0.13
H 0.754 -1.383 -6.544 -0.13 0.16 -0.13
H 1.729 1.442 -7.455 -0.30 -0.16 0.33
H 2.363 0.524 -6.066 -0.15 0.13 -0.14
H 1.743 2.173 -5.831 -0.04 -0.16 -0.18
H -0.871 1.903 -7.563 0.19 -0.24 0.35
H -0.740 2.626 -5.940 -0.01 -0.17 -0.18
H -1.884 1.298 -6.227 0.19 0.06 -0.14
C 1.178 -1.265 0.548 1.95 -1.71 1.78
C 0.893 -2.256 -0.432 0.68 -1.13 1.15
C 1.344 -1.777 -1.687 1.41 -0.41 -0.56
H 0.400 -3.198 -0.246 0.15 -0.04 -0.10
C 1.904 -0.482 -1.488 1.47 -0.58 -0.50
C 1.802 -0.168 -0.109 -0.03 0.75 0.63
H 2.089 0.760 0.371 0.09 -0.16 -0.13
H 0.979 -1.327 1.606 0.03 -0.12 -0.07
H 1.221 -2.273 -2.642 0.01 0.09 0.16
H 2.263 0.187 -2.266 -0.11 -0.25 0.19
C -1.642 0.928 -0.073 0.47 0.56 0.55
C -1.660 -0.293 0.660 -2.36 -0.42 1.91
C -2.032 -1.336 -0.235 -1.39 -0.50 1.53
H -1.443 -0.395 1.713 -0.12 -0.05 -0.09
C -2.251 -0.761 -1.510 -1.29 0.31 -0.50
C -2.005 0.638 -1.412 -1.50 0.25 -0.35
H -2.002 1.342 -2.235 -0.03 -0.16 0.10
H -1.350 1.895 0.324 -0.18 -0.17 -0.16
H -2.122 -2.382 0.026 -0.14 0.12 -0.11
H -2.493 -1.301 -2.417 0.03 0.08 0.12
Os -0.196 -0.474 -0.900 0.92 3.61 -5.64
C -1.462 2.223 3.698 -0.37 0.38 -0.54
N -0.640 1.250 4.384 1.45 -0.12 -0.07
C -0.942 1.077 5.794 -0.17 -0.44 0.64
C 0.614 0.999 3.842 -1.60 2.62 -1.91
O 1.004 1.571 2.811 -0.13 -1.50 1.70
N 1.399 0.064 4.514 0.80 -1.21 -0.11
C 0.852 -1.145 5.106 -0.32 -0.54 0.11
C 2.816 0.052 4.217 0.44 0.16 -0.38
H -1.487 3.171 4.261 0.09 -0.31 -0.17
H -2.495 1.850 3.622 0.27 0.03 0.08
H -1.050 2.405 2.703 -0.19 -0.02 0.27
H -1.577 0.196 5.961 0.05 0.21 -0.03
H -0.022 0.973 6.378 -0.33 0.13 -0.01
H -1.489 1.958 6.147 0.21 -0.22 -0.07
H 1.518 -1.982 4.861 -0.15 0.30 0.12
H 0.803 -1.068 6.202 0.07 0.05 -0.19
H -0.149 -1.365 4.712 0.28 0.25 0.22
H 3.155 -0.976 4.036 -0.14 0.28 0.15
H 3.003 0.678 3.339 -0.07 -0.06 0.29
H 3.387 0.458 5.067 -0.19 -0.05 0.00
```
Positions in Å, forces in eV/Å.

---

3.
Molecular formula: C5H17NO4
Method: DFT, wB97M-V/def2-TZVPD

Output
net charge: +1
2S+1: 2
energy relative to the best compared isomer or geometry (same formula, charge and spin): 0.000 eV
HOMO (alpha / beta): -14.529 / -14.519 eV

```
27
Properties=species:S:1:pos:R:3:forces:R:3
C -1.111 0.049 -2.225 0.50 -0.66 0.50
N -0.426 1.314 -2.174 -1.05 0.25 -2.44
C 0.350 1.904 -1.220 1.33 -0.80 1.84
C 0.524 1.196 0.120 0.56 -0.38 -0.17
C 1.604 0.072 0.032 -0.33 0.16 0.23
C 0.961 2.232 1.178 -1.19 -0.94 0.14
O 0.994 2.887 -1.563 -0.46 -0.03 -0.50
H -1.291 -0.373 -3.210 0.14 0.82 -0.41
H -2.100 0.114 -1.742 0.46 -0.05 0.36
H -0.454 -0.690 -1.771 -0.44 0.01 0.63
H -0.412 1.816 -3.068 0.07 0.26 0.22
H -0.420 0.668 0.320 0.09 0.44 0.33
H 2.611 0.474 0.153 -0.07 0.04 -0.54
H 1.469 -0.580 0.888 -0.20 0.03 0.29
H 1.486 -0.582 -0.827 0.33 0.13 -0.31
H 1.415 1.753 2.044 0.17 -0.22 -0.27
H 0.037 2.677 1.553 0.38 0.75 -0.11
H 1.686 2.900 0.740 -0.10 0.46 0.08
H 0.086 -4.246 0.591 0.60 -0.62 -0.16
H -0.421 -3.216 1.590 -0.11 -0.17 -0.16
O -0.634 -3.651 0.751 -0.38 0.85 0.42
H -2.577 -2.950 -1.186 -0.28 -0.02 -0.41
H -1.228 -2.650 -0.699 -0.11 0.03 -0.52
O -1.809 -2.440 -1.468 0.20 -0.26 0.95
H 0.272 1.056 3.541 0.54 -0.32 -0.16
H -0.722 0.165 4.063 -0.42 -0.73 0.30
O 0.109 0.100 3.588 -0.22 0.99 -0.10
```
Positions in Å, forces in eV/Å.

---

4.
Molecular formula: C14H29AuNO7P2Si2
Method: DFT, wB97M-V/def2-TZVPD

Output
net charge: +1
2S+1: 1
energy relative to the best compared isomer or geometry (same formula, charge and spin): 0.000 eV
HOMO: -12.672 eV

```
56
Properties=species:S:1:pos:R:3:forces:R:3
Au 0.945 -0.255 -0.116 0.22 -0.02 -0.11
C -1.211 -2.396 -2.104 0.00 0.08 -0.18
Si -1.242 -2.499 -0.259 -0.19 0.09 0.32
C -2.870 -3.108 0.398 -0.12 -0.18 0.00
C 0.133 -3.578 0.385 0.16 -0.04 0.01
C -1.035 -0.755 0.555 0.45 0.21 -0.39
C -0.469 -0.842 1.929 -0.91 -0.21 0.05
C -1.054 -1.030 3.170 0.05 -0.07 0.13
C -0.204 -1.100 4.262 0.03 0.01 -0.03
C 1.180 -0.969 4.102 -0.10 0.00 0.10
C 1.693 -0.762 2.844 -0.05 0.11 -0.13
N 0.845 -0.710 1.806 0.48 -0.09 0.21
Si -2.305 0.674 0.231 0.41 -0.02 0.07
C -1.608 2.140 1.148 0.04 0.15 -0.03
C -3.963 0.292 0.974 -0.09 -0.23 0.14
C -2.460 0.921 -1.593 -0.11 0.03 -0.18
H -1.079 -3.405 -2.506 -0.03 0.03 0.01
H -0.389 -1.778 -2.468 -0.02 -0.04 -0.03
H -2.140 -1.992 -2.509 0.03 -0.01 0.01
H -3.061 -4.116 0.016 -0.01 0.03 0.05
H -3.702 -2.477 0.087 0.02 -0.06 -0.01
H -2.868 -3.166 1.489 -0.03 0.00 -0.03
H 0.019 -4.588 -0.019 -0.01 0.02 0.03
H 0.115 -3.656 1.476 0.01 -0.01 -0.03
H 1.123 -3.223 0.085 -0.02 -0.06 0.01
H -2.127 -1.129 3.265 0.04 0.02 0.02
H -0.616 -1.256 5.251 0.02 0.00 0.00
H 1.847 -1.020 4.949 -0.01 -0.03 0.00
H 2.746 -0.636 2.636 -0.01 -0.01 -0.03
H -1.818 2.064 2.218 0.04 0.01 -0.02
H -2.064 3.065 0.785 0.01 -0.03 0.04
H -0.528 2.240 1.020 -0.01 0.04 0.00
H -3.923 0.146 2.056 -0.04 0.04 -0.03
H -4.451 -0.576 0.531 -0.02 0.08 0.00
H -4.594 1.164 0.777 -0.03 -0.01 0.05
H -1.529 0.736 -2.122 0.05 0.00 -0.06
H -2.746 1.954 -1.806 -0.02 -0.04 0.01
H -3.233 0.268 -2.007 0.04 0.02 0.01
C 2.003 3.012 -0.306 0.02 -0.07 0.01
C 2.600 2.345 -1.547 -0.02 -0.11 -0.14
O 3.333 3.287 -2.322 -0.06 -0.02 0.09
P 3.805 1.065 -1.096 0.22 -0.03 -0.04
O 4.630 0.729 -2.388 -0.14 -0.17 -0.07
O 4.880 1.694 -0.131 0.05 -0.01 -0.12
O 3.140 -0.101 -0.429 -0.10 0.36 0.19
P 1.285 1.603 -2.630 -0.07 -0.18 -0.07
O 2.174 1.191 -3.908 -0.14 -0.10 -0.06
O 0.268 2.619 -2.927 0.00 -0.06 0.03
O 0.850 0.220 -2.057 -0.08 0.44 -0.04
H 2.767 3.636 0.157 0.01 0.01 -0.01
H 1.667 2.290 0.440 -0.03 0.00 0.01
H 1.153 3.630 -0.597 0.00 0.01 -0.01
H 2.714 3.933 -2.690 -0.02 0.02 0.01
H 4.091 0.586 -3.190 0.08 0.12 0.11
H 5.556 2.233 -0.571 -0.12 -0.08 0.06
H 1.728 1.389 -4.745 0.14 0.04 0.10
```
Positions in Å, forces in eV/Å.

---

5.
Molecular formula: C3HgLi2O3
Method: DFT, wB97M-V/def2-TZVPD

Output
2S+1: 3
energy relative to the best compared isomer or geometry (same formula, charge and spin): 0.000 eV
HOMO (alpha / beta): -4.568 / -8.328 eV

```
9
Properties=species:S:1:pos:R:3:forces:R:3
O -2.604 -0.077 -1.556 -3.15 1.30 -0.29
C -1.731 -0.756 -1.138 3.00 1.76 -2.17
O -1.352 -1.666 -0.482 0.35 -3.03 2.75
Li 0.346 -1.722 0.578 -0.51 0.73 -0.41
Li -1.827 1.971 -1.652 0.13 -1.06 0.05
C -0.130 1.022 -1.014 -1.67 1.73 -2.60
C 0.440 0.881 0.089 3.07 -1.98 3.63
O 0.987 0.204 1.017 -2.08 0.44 -1.52
Hg 3.019 0.463 2.408 0.85 0.11 0.56
```
Positions in Å, forces in eV/Å.

---

6.
Molecular formula: C6H14P2
Method: DFT, wB97M-V/def2-TZVPD

Output
2S+1: 1
energy relative to the best compared isomer or geometry (same formula, charge and spin): 1.233 eV
HOMO: -7.912 eV

```
22
Properties=species:S:1:pos:R:3:forces:R:3
C 0.572 1.231 0.604 -0.29 0.14 0.23
C 0.811 -0.049 -0.213 0.06 -0.31 -0.19
C 1.452 -1.132 0.646 -0.18 0.14 -0.06
C 1.647 0.195 -1.465 -0.23 -0.03 0.03
C -1.966 2.418 -0.061 0.08 -0.27 0.20
C -1.522 -2.693 0.477 0.66 2.92 -1.37
P -1.266 1.019 0.953 -0.01 0.37 0.01
P -1.004 -0.425 -0.676 -0.33 -2.52 1.00
H 1.169 1.274 1.517 0.02 0.01 -0.07
H 0.765 2.140 0.026 -0.05 -0.08 0.02
H 1.559 -2.055 0.083 0.01 -0.15 -0.02
H 0.841 -1.329 1.524 0.03 -0.07 0.11
H 2.439 -0.805 0.974 0.12 0.02 0.03
H 1.744 -0.725 -2.039 0.05 -0.06 -0.09
H 2.642 0.542 -1.190 0.15 0.04 0.02
H 1.183 0.946 -2.106 0.04 0.01 -0.02
H -1.869 3.345 0.501 -0.02 0.08 0.02
H -3.023 2.220 -0.230 -0.06 0.05 -0.03
H -1.461 2.518 -1.022 -0.02 0.02 0.00
H -0.861 -3.353 -0.051 0.17 -0.24 -0.10
H -2.566 -2.786 0.243 -0.25 -0.06 -0.04
H -1.286 -2.494 1.504 0.05 -0.02 0.31
```
Positions in Å, forces in eV/Å.

---

7.
Molecular formula: C21H12N4O9RuS
Method: DFT, wB97M-V/def2-TZVPD

Output
net charge: -1
2S+1: 2
energy relative to the best compared isomer or geometry (same formula, charge and spin): 0.387 eV
HOMO (alpha / beta): -5.407 / -5.755 eV

```
48
Properties=species:S:1:pos:R:3:forces:R:3
Ru -0.093 0.066 0.045 -1.78 -0.33 -0.26
O -2.011 4.087 4.091 -0.04 0.01 0.02
C -1.528 3.179 3.209 0.08 -0.15 0.01
C -1.299 1.847 3.568 -0.14 0.14 0.21
C -0.802 0.994 2.616 0.21 -0.26 0.12
N -0.471 1.451 1.416 -0.04 -0.09 0.20
C -0.779 2.679 1.021 0.22 0.11 -0.18
C -1.299 3.599 1.904 -0.06 -0.01 0.03
C -0.558 2.896 -0.471 0.06 -0.11 -0.09
O -0.680 4.019 -0.929 -0.03 -0.05 -0.02
O -0.266 1.812 -1.112 0.26 0.03 0.04
C -0.668 -0.523 2.786 0.21 0.02 -0.14
O -0.719 -1.010 3.899 -0.09 0.02 0.11
O -0.512 -1.178 1.677 0.05 -0.10 0.04
H -2.161 3.657 4.940 0.01 -0.01 0.01
H -1.532 1.456 4.551 -0.02 0.02 -0.01
H -1.548 4.597 1.573 0.05 0.00 -0.02
O -3.814 -1.468 -0.290 0.02 0.23 0.05
C -2.680 -1.070 -0.475 -0.20 -0.03 0.08
O -2.151 0.020 0.002 0.48 0.09 -0.17
C -1.765 -1.829 -1.396 -0.23 -0.04 -0.03
C -2.192 -2.794 -2.289 0.02 -0.05 0.04
C -1.265 -3.322 -3.178 0.09 0.05 0.08
C 0.040 -2.851 -3.157 -0.10 -0.08 -0.08
C 0.384 -1.886 -2.227 0.21 -0.12 -0.01
N -0.505 -1.424 -1.360 0.46 0.07 -0.01
C 1.753 -1.245 -2.105 0.19 0.14 0.13
O 2.667 -1.687 -2.796 -0.04 0.01 -0.04
O 1.777 -0.287 -1.268 0.03 0.15 -0.02
H -3.229 -3.095 -2.267 -0.01 0.01 0.00
H -1.562 -4.087 -3.885 0.00 0.03 -0.02
H 0.802 -3.195 -3.843 0.02 0.00 0.03
N 1.923 -2.355 2.076 0.16 -0.04 -0.19
C 2.401 -1.094 2.135 0.04 0.10 -0.01
N 1.992 -0.114 1.392 -0.03 0.38 -0.01
C 2.714 1.048 1.652 0.03 -0.14 -0.07
C 2.563 2.259 0.983 0.00 0.01 -0.03
C 3.329 3.341 1.378 0.00 -0.02 -0.01
C 4.262 3.227 2.411 0.00 -0.01 -0.01
C 4.454 2.015 3.054 0.01 -0.02 -0.02
C 3.673 0.937 2.663 0.03 0.05 0.03
S 3.690 -0.697 3.263 0.04 -0.05 0.02
H 0.991 -2.415 1.680 -0.10 0.02 0.13
H 2.115 -2.963 2.852 -0.05 0.02 0.06
H 1.878 2.324 0.148 0.03 0.00 -0.02
H 3.208 4.288 0.867 0.01 -0.01 0.00
H 4.854 4.086 2.701 0.00 -0.01 0.00
H 5.200 1.908 3.831 -0.03 0.02 0.01
```
Positions in Å, forces in eV/Å.

---

8.
Molecular formula: C15H8Cl5CrIN2O5
Method: DFT, wB97M-V/def2-TZVPD

Output
net charge: +1
2S+1: 2
energy relative to the best compared isomer or geometry (same formula, charge and spin): 0.032 eV
HOMO (alpha / beta): -11.798 / -11.815 eV

```
37
Properties=species:S:1:pos:R:3:forces:R:3
Cr -0.007 0.313 -0.769 0.01 -0.14 0.03
O 0.825 -0.318 3.313 0.01 0.00 -0.01
C 0.472 0.024 2.098 -0.02 0.01 0.01
O 0.886 -0.517 1.080 0.00 0.01 0.06
C -0.504 1.135 1.993 0.00 -0.01 -0.01
C -1.109 1.849 3.006 0.00 0.00 0.02
C -2.060 2.801 2.646 0.00 0.00 -0.02
C -2.381 2.999 1.310 0.00 0.00 0.02
C -1.724 2.234 0.362 0.02 -0.01 -0.02
N -0.810 1.345 0.716 -0.02 0.04 0.08
C -1.931 2.247 -1.137 -0.01 0.01 0.02
O -2.659 3.016 -1.684 0.00 -0.02 -0.02
O -1.200 1.297 -1.738 0.05 0.02 0.00
H 1.426 -1.080 3.285 0.00 0.00 0.00
H -0.855 1.660 4.039 0.00 0.00 0.00
H -2.559 3.377 3.414 0.00 0.00 0.00
H -3.125 3.716 0.991 0.00 0.00 0.00
Cl -2.393 -1.496 1.462 0.00 0.01 0.00
C -1.769 -2.209 0.008 0.00 -0.03 0.03
C -0.886 -1.489 -0.778 -0.06 0.01 0.03
C -0.427 -2.117 -1.908 0.05 0.02 -0.13
Cl 0.674 -1.094 -2.833 0.00 0.04 -0.01
C -0.767 -3.391 -2.320 -0.01 -0.03 0.01
Cl -0.116 -4.064 -3.751 0.00 0.00 0.00
C -1.664 -4.089 -1.511 0.01 -0.02 -0.03
Cl -2.141 -5.671 -1.952 0.00 0.00 0.00
C -2.169 -3.498 -0.347 -0.01 0.04 0.04
Cl -3.272 -4.366 0.636 0.00 0.00 0.00
N 3.699 2.157 -1.327 0.03 -0.02 -0.04
C 2.983 1.097 -1.004 -0.03 0.00 0.09
O 1.766 1.214 -0.751 0.00 0.06 -0.17
C 3.612 -0.269 -0.944 -0.03 -0.04 0.02
I 5.719 -0.342 -0.713 0.01 0.00 0.01
H 3.245 3.053 -1.416 0.00 0.01 0.01
H 4.691 2.081 -1.490 0.00 0.01 0.01
H 3.373 -0.795 -1.867 0.00 0.02 -0.02
H 3.157 -0.810 -0.119 0.01 0.00 -0.01
```
Positions in Å, forces in eV/Å.